Entry 1:
# C4H11NO2

2 unconnected molecules or ions with the total composition C4H11NO2 at a distorted geometry (ωB97M-V/def2-TZVPD, the Open Molecules 2025 dataset).

Geometry as XYZ:
```
18
C4H11NO2 | the Open Molecules 2025 dataset | ωB97M-V/def2-TZVPD
O 4.010 1.919 4.589
O -0.574 1.161 -1.354
N -1.584 -0.882 -1.515
C -0.221 -1.580 0.966
C 0.366 -0.605 -0.053
C -2.176 -0.575 -2.825
C -0.642 0.009 -1.010
H -2.510 0.462 -2.817
H -0.589 -0.996 1.817
H 0.565 -2.239 1.329
H -1.092 -2.156 0.661
H 4.309 2.077 5.483
H 0.896 0.179 0.483
H -1.452 -0.752 -3.615
H 4.075 2.723 4.078
H -3.041 -1.187 -2.957
H -2.215 -1.298 -0.853
H 1.134 -1.090 -0.662
```


Entry 2:
# C4H11NO2

2 unconnected molecules or ions with the total composition C4H11NO2 at a distorted geometry (ωB97M-V/def2-TZVPD, the Open Molecules 2025 dataset).

Geometry as XYZ:
```
18
C4H11NO2 | the Open Molecules 2025 dataset | ωB97M-V/def2-TZVPD
O -0.558 0.405 1.229
O 0.498 -2.892 0.775
N 0.747 -0.668 -0.455
C -0.362 -1.875 0.849
C 0.061 0.521 -0.209
C 0.917 1.791 -0.189
C -1.166 0.693 -1.098
H 1.763 1.678 0.497
H 0.874 -2.831 -0.126
H -1.757 1.557 -0.786
H 1.671 -0.601 -0.024
H -1.813 -0.185 -1.059
H 1.319 1.979 -1.186
H 0.337 2.661 0.127
H -0.848 0.829 -2.133
H -1.125 -1.813 0.088
H 0.182 0.528 1.841
H -0.740 -1.777 1.859
```


Entry 3:
# C4H11NO2

2 unconnected molecules or ions with the total composition C4H11NO2 at a distorted geometry (ωB97M-V/def2-TZVPD, the Open Molecules 2025 dataset).

Geometry as XYZ:
```
18
C4H11NO2 | the Open Molecules 2025 dataset | ωB97M-V/def2-TZVPD
O -1.188 -2.317 0.862
O 1.986 1.784 0.887
N 0.782 -1.362 1.165
C -0.548 -0.661 -0.732
C -1.453 -1.181 -1.873
C -0.392 -1.555 0.489
C 0.593 2.292 0.968
H -1.296 -0.425 -2.742
H 2.323 2.458 0.231
H -1.150 -2.240 -2.013
H 0.367 -0.283 -1.167
H 0.373 2.456 1.968
H 1.026 -1.676 2.127
H -0.068 1.433 0.582
H -0.959 0.258 -0.339
H 0.576 3.192 0.480
H -2.520 -1.270 -1.568
H 1.546 -0.903 0.675
```


Entry 4:
# C4H11NO2

2 unconnected molecules or ions with the total composition C4H11NO2 (ωB97M-V/def2-TZVPD, the Open Molecules 2025 dataset).

Geometry as XYZ:
```
18
C4H11NO2 | the Open Molecules 2025 dataset | ωB97M-V/def2-TZVPD
O -0.478 1.902 1.041
O -1.018 0.891 -0.886
N -0.587 -1.535 0.300
C -0.149 -1.294 1.670
C 0.498 -1.836 -0.623
C 0.415 2.752 -1.030
C -0.393 1.825 -0.156
H -1.123 0.052 -0.349
H -0.234 3.181 -1.790
H 0.143 -2.210 2.191
H -1.274 -2.275 0.291
H 1.181 2.152 -1.521
H 1.245 -1.047 -0.567
H 0.698 -0.613 1.682
H 0.984 -2.796 -0.407
H 0.892 3.530 -0.442
H 0.130 -1.874 -1.647
H -0.929 -0.804 2.244
```


Entry 5:
# C4H11NO2

2 unconnected molecules or ions with the total composition C4H11NO2 at a distorted geometry (ωB97M-V/def2-TZVPD, the Open Molecules 2025 dataset).

Geometry as XYZ:
```
18
C4H11NO2 | the Open Molecules 2025 dataset | ωB97M-V/def2-TZVPD
O 1.139 2.134 0.308
O -0.884 1.153 0.485
N -0.190 -0.474 -1.785
C -0.354 -2.408 -0.286
C 0.758 0.661 2.159
C 0.398 1.384 0.868
C -0.822 -1.779 -1.609
H 0.596 -1.923 -0.002
H -0.604 -2.488 -2.432
H -0.192 -3.475 -0.334
H -1.911 -1.663 -1.500
H -0.967 0.378 -0.103
H 0.605 1.246 3.061
H 0.808 -0.322 -1.594
H -1.132 -2.237 0.475
H -0.182 -0.231 -2.769
H 0.544 -0.411 2.252
H 1.847 0.524 2.048
```


Entry 6:
# C4H11NO2

2 unconnected molecules or ions with the total composition C4H11NO2 at a distorted geometry (ωB97M-V/def2-TZVPD, the Open Molecules 2025 dataset).

Geometry as XYZ:
```
18
C4H11NO2 | the Open Molecules 2025 dataset | ωB97M-V/def2-TZVPD
O -0.598 -1.959 1.337
O -1.693 -4.162 2.386
N 0.008 0.818 -0.788
C 1.413 2.692 -1.121
C 1.301 1.311 -0.427
C -0.908 -0.756 1.035
C -0.629 -0.433 -0.545
H 0.379 2.842 -1.425
H -0.289 -1.405 -1.024
H -1.635 -0.360 -0.974
H 1.766 3.445 -0.435
H -1.374 -0.145 1.772
H -1.919 -4.407 1.479
H 2.113 2.674 -1.975
H -1.238 -3.353 2.350
H 2.109 0.531 -0.679
H -0.162 1.228 -1.684
H 1.358 1.441 0.717
```


Entry 7:
# C4H11NO2

C4H11NO2 in the gas phase at a distorted geometry (ωB97M-V/def2-TZVPD, the Open Molecules 2025 dataset).

Geometry as XYZ:
```
18
C4H11NO2 | the Open Molecules 2025 dataset | ωB97M-V/def2-TZVPD
O 1.480 2.353 -0.078
O 1.353 0.100 1.889
N -0.977 -0.415 -0.660
C 0.210 0.107 -0.167
C 0.296 -0.461 1.157
C 0.253 1.622 -0.137
C -1.191 -1.680 -1.464
H 0.458 -1.479 1.156
H 1.133 -0.079 -0.845
H 1.117 0.073 2.818
H -0.575 -0.363 1.883
H -0.309 -2.091 -1.951
H -0.214 2.040 -1.014
H -2.095 -1.493 -1.969
H -1.441 -2.452 -0.628
H 2.145 1.808 0.211
H -1.330 0.520 -1.072
H -0.313 1.891 0.871
```


Entry 8:
# C4H11NO2

C4H11NO2 in the gas phase at a distorted geometry (ωB97M-V/def2-TZVPD, the Open Molecules 2025 dataset).

Geometry as XYZ:
```
18
C4H11NO2 | the Open Molecules 2025 dataset | ωB97M-V/def2-TZVPD
O -0.220 1.563 1.120
O -0.763 -0.357 -2.079
N -0.283 -1.633 1.273
C 1.444 1.229 -0.551
C -0.035 -0.683 0.197
C 0.679 0.592 0.585
C -1.264 -0.438 -0.715
H -1.990 -1.249 -0.590
H -0.650 -2.555 1.126
H -1.723 0.517 -0.360
H 0.681 -1.183 -0.464
H 2.207 0.649 -1.078
H -1.389 -0.911 -2.549
H 1.840 2.160 -0.156
H 0.018 1.855 1.996
H -0.625 -1.293 2.158
H 0.712 1.388 -1.356
H 1.362 0.349 1.444
```


The relative energy (zero: lowest compared OMol25 entry of this formula, charge and spin) results, record by record, are as follows: 20.7, 90.4, 38.6, 10.6, 31.3, 64.7, 82.7, 39.4 kcal per mole.
The HOMO results, record by record, are as follows: -0.3488, -0.3150, -0.3581, -0.3525, -0.3645, -0.3331, -0.3230, -0.3221 hartree.
The DFT total energy results, record by record, are as follows: -364.23515, -364.12410, -364.20669, -364.25128, -364.21833, -364.16510, -364.13639, -364.20536 a.u..